[1]
{
  "formula": "C20H17N2O4S",
  "method": "wB97M-V/def2-TZVPD",
  "species": ["C", "C", "C", "N", "C", "N", "C", "C", "C", "C", "C", "C", "H", "H", "H", "H", "H", "H", "C", "C", "O", "C", "C", "S", "C", "C", "C", "C", "C", "C", "O", "O", "O", "H", "H", "H", "H", "H", "H", "H", "H", "H", "H", "H"],
  "positions_angstrom": [[-1.931, -1.563, 1.702], [-2.838, -1.548, 0.703], [-4.023, -0.820, 0.795], [-5.002, -0.193, 0.782], [-2.676, -2.252, -0.491], [-2.519, -2.832, -1.487], [-0.640, -2.242, 1.633], [0.065, -2.305, 0.431], [1.253, -2.988, 0.347], [1.767, -3.631, 1.454], [1.095, -3.567, 2.658], [-0.088, -2.867, 2.755], [-2.183, -1.048, 2.613], [-0.347, -1.834, -0.446], [1.770, -3.035, -0.596], [2.682, -4.195, 1.370], [1.491, -4.086, 3.518], [-0.616, -2.838, 3.694], [4.105, 0.778, 0.478], [3.028, 1.837, 0.525], [1.814, 1.364, 0.006], [0.821, 2.265, 0.316], [-0.460, 1.946, -0.121], [-1.895, 2.967, 0.203], [-2.635, 2.680, -1.414], [-2.246, 3.497, -2.448], [-2.765, 3.308, -3.710], [-3.667, 2.290, -3.936], [-4.057, 1.477, -2.891], [-3.546, 1.673, -1.626], [-2.754, 2.225, 1.190], [-1.634, 4.454, 0.181], [1.070, 3.295, 0.952], [5.079, 1.154, 0.811], [3.827, -0.075, 1.105], [4.204, 0.402, -0.542], [2.842, 2.182, 1.554], [3.279, 2.726, -0.070], [-0.600, 1.043, -0.674], [-1.562, 4.305, -2.244], [-2.417, 3.916, -4.527], [-4.079, 2.144, -4.922], [-4.712, 0.644, -3.077], [-3.884, 1.079, -0.792]],
  "charge": -1,
  "homo_ev": -3.75,
  "lumo_energy_ev": 1.4,
  "e_tot_ha": -1580.9543,
  "gap_ev": 5.12,
  "multiplicity": 1
}

[2]
{
  "formula": "C18H29N3O3RbTa",
  "method": "wB97M-V/def2-TZVPD",
  "species": ["N", "C", "O", "Rb", "Ta", "N", "N", "C", "C", "C", "C", "C", "C", "C", "C", "H", "H", "H", "H", "H", "H", "H", "H", "H", "H", "H", "H", "H", "H", "H", "H", "H", "H", "C", "H", "H", "H", "C", "H", "H", "H", "O", "C", "O", "C", "C", "C", "C", "C", "C", "H", "H", "H", "H", "H"],
  "positions_angstrom": [[-1.947, 0.052, 0.114], [-2.856, -0.543, 0.706], [-3.742, -1.077, 1.265], [-1.750, 2.893, -2.163], [-0.034, 0.470, -0.089], [0.158, 2.333, 0.577], [0.009, 0.739, -2.029], [-0.171, 2.639, 2.018], [-0.437, 0.103, -3.338], [-1.523, 3.346, 2.025], [0.926, 3.523, 2.616], [-0.248, 1.370, 2.835], [-0.147, 1.099, -4.476], [0.349, -1.196, -3.570], [-1.923, -0.232, -3.237], [-1.493, 4.282, 1.446], [-1.803, 3.586, 3.064], [-2.306, 2.702, 1.596], [1.909, 3.051, 2.493], [0.743, 3.648, 3.694], [0.951, 4.528, 2.174], [-1.043, 0.680, 2.516], [-0.495, 1.660, 3.871], [0.723, 0.855, 2.881], [-0.568, 2.111, -4.334], [-0.584, 0.715, -5.409], [0.935, 1.216, -4.626], [1.412, -1.005, -3.770], [-0.057, -1.712, -4.459], [0.269, -1.878, -2.710], [-2.177, -0.703, -2.277], [-2.168, -0.947, -4.039], [-2.592, 0.631, -3.409], [1.521, 0.952, -1.899], [1.881, 0.907, -0.817], [2.088, 0.188, -2.455], [1.807, 1.936, -2.308], [0.545, 3.552, -0.217], [1.492, 3.966, 0.164], [0.763, 3.300, -1.272], [-0.238, 4.340, -0.158], [-0.992, -1.597, 2.210], [-0.010, -1.997, 1.579], [0.620, -1.218, 0.666], [0.545, -3.358, 1.774], [1.523, -3.891, 0.929], [2.009, -5.176, 1.171], [1.527, -5.922, 2.255], [0.543, -5.384, 3.098], [0.048, -4.102, 2.850], [1.890, -3.297, 0.091], [2.770, -5.599, 0.513], [1.913, -6.924, 2.446], [0.160, -5.952, 3.943], [-0.723, -3.667, 3.483]],
  "charge": 2,
  "homo_ev": -13.98,
  "lumo_energy_ev": -7.3,
  "e_tot_ha": -1173.9431,
  "gap_ev": 6.65,
  "multiplicity": 1
}

[3]
{
  "formula": "C4H7N4",
  "method": "wB97M-V/def2-TZVPD",
  "species": ["C", "C", "C", "C", "N", "N", "N", "N", "H", "H", "H", "H", "H", "H", "H"],
  "positions_angstrom": [[2.424, -0.764, -0.118], [2.368, 0.753, -0.220], [-0.998, 0.065, 0.120], [0.532, -0.033, 0.587], [1.328, -1.207, 0.326], [1.230, 1.176, 0.131], [-1.560, -1.102, 0.030], [-1.626, 1.182, -0.014], [3.260, -1.412, -0.237], [3.118, 1.434, -0.541], [0.648, 0.115, 1.583], [-1.085, -1.963, -0.241], [-2.480, -1.055, -0.336], [-0.977, 2.073, -0.162], [-2.552, 1.251, -0.180]],
  "charge": 1,
  "homo_ev": -15.09,
  "smiles": "NC(=[NH2+])C1N=CC=N1",
  "lumo_energy_ev": -3.8,
  "e_tot_ha": -375.3685,
  "gap_ev": 11.28,
  "multiplicity": 1
}

[4]
{
  "formula": "C3H9NO",
  "method": "wB97M-V/def2-TZVPD",
  "species": ["O", "C", "H", "H", "C", "C", "N", "H", "H", "H", "H", "H", "H", "H"],
  "positions_angstrom": [[1.893, -0.380, 1.571], [2.457, -0.237, 0.510], [2.412, -1.067, -0.203], [3.017, 0.670, 0.281], [-0.591, -0.328, -1.224], [-1.516, 0.300, -0.174], [-0.809, 0.633, 1.050], [-1.044, -0.734, -2.121], [0.029, -1.058, -0.698], [0.077, 0.431, -1.637], [-2.379, -0.349, 0.034], [-1.855, 1.260, -0.571], [-0.218, -0.118, 1.446], [-1.475, 0.977, 1.736]],
  "charge": 1,
  "homo_ev": [-14.44, -14.40],
  "lumo_energy_ev": [-3.4, -9.0],
  "e_tot_ha": -249.3214,
  "gap_ev": [11.04, 5.44],
  "multiplicity": 2
}